A cluster of 18 separate species, C17H24Cl51NOP2S in total at a distorted geometry. Source: the Open Molecules 2025 dataset; level of theory: ωB97M-V with the def2-TZVPD basis set.

CARTESIAN COORDINATES (ANGSTROEM)
N (-4.11209, -1.29714, -0.43284)
P (-4.76377, -2.16123, -1.58719)
P (-3.50016, -3.92194, -2.17817)
O (-2.65222, -2.94867, -3.09909)
S (-2.05212, -5.50800, -2.72264)
H (-3.20432, -1.62858, -0.16318)
H (-5.07515, -1.36908, -2.69935)
H (-5.98669, -2.72349, -1.16403)
H (-3.25828, -4.14040, -0.81214)
H (-4.56785, -4.58960, -2.80228)
H (-1.73732, -3.21458, -3.05090)
H (-2.10696, -6.22816, -1.62194)
C (-8.34943, 0.33351, -1.88188)
Cl (-8.84865, -1.31756, -1.50896)
Cl (-6.65748, 0.58539, -1.46777)
Cl (-8.64456, 0.70377, -3.57982)
H (-8.94417, 1.00376, -1.28368)
C (-2.72159, -3.43124, 3.81676)
Cl (-3.24330, -2.00367, 4.70173)
Cl (-4.01267, -3.99686, 2.75846)
Cl (-1.23479, -3.11088, 2.91542)
H (-2.51520, -4.21077, 4.52748)
C (1.77198, -0.33744, 1.54007)
Cl (2.92100, 0.45714, 0.46501)
Cl (0.23473, 0.50084, 1.51747)
Cl (1.57283, -2.04258, 1.12014)
H (2.16974, -0.29218, 2.53958)
C (-4.93263, 1.55660, 1.78168)
Cl (-3.98189, 2.99125, 2.18494)
Cl (-4.58693, 0.23908, 2.89462)
Cl (-6.65609, 1.96475, 1.79552)
H (-4.66358, 1.22800, 0.78698)
C (1.15241, 0.35445, 5.75855)
Cl (-0.08816, -0.46709, 4.81536)
Cl (2.76497, -0.01347, 5.13853)
Cl (0.88491, 2.10020, 5.77154)
H (1.09751, 0.00434, 6.77557)
C (-1.11260, 2.04053, -1.96266)
Cl (0.22359, 1.43547, -2.95850)
Cl (-2.10561, 0.71507, -1.39450)
Cl (-0.48155, 2.99171, -0.62169)
H (-1.72200, 2.68542, -2.57485)
C (-3.30373, -4.24947, 8.53758)
Cl (-4.50529, -3.16290, 7.84544)
Cl (-2.30352, -5.01151, 7.29961)
Cl (-2.29282, -3.40109, 9.70393)
H (-3.82700, -5.03367, 9.05806)
C (-2.15154, -4.41010, -6.52481)
Cl (-3.72842, -3.63557, -6.37559)
Cl (-1.86629, -4.93702, -8.18059)
Cl (-0.87000, -3.32719, -5.98381)
H (-2.14426, -5.28002, -5.88783)
C (-0.84517, 4.37657, 4.03018)
Cl (-2.41513, 5.16241, 4.18153)
Cl (-0.52919, 3.95622, 2.35128)
Cl (0.44402, 5.38587, 4.68578)
H (-0.87805, 3.46337, 4.60231)
C (3.95560, 6.12885, 2.11044)
Cl (2.45201, 5.54162, 1.41046)
Cl (3.84332, 7.84528, 2.49557)
Cl (4.38479, 5.19103, 3.54143)
H (4.73950, 6.00110, 1.38243)
C (6.78754, 1.28970, 0.85242)
Cl (8.37706, 1.65496, 0.17515)
Cl (6.94075, 0.33789, 2.32553)
Cl (5.87428, 2.76449, 1.15190)
H (6.24400, 0.70103, 0.13178)
C (4.27676, -4.63264, 3.30741)
Cl (3.72281, -3.23071, 4.22130)
Cl (3.01129, -5.23625, 2.23819)
Cl (5.73710, -4.24851, 2.39950)
H (4.51509, -5.41386, 4.00919)
C (-1.21174, 1.81256, -6.44434)
Cl (-0.20504, 2.83629, -7.46697)
Cl (-2.79589, 2.54680, -6.18607)
Cl (-1.36538, 0.20302, -7.13679)
H (-0.73092, 1.71946, -5.48633)
C (2.47083, 1.97033, 9.49636)
Cl (3.81967, 2.00587, 8.36723)
Cl (1.43742, 0.56994, 9.18662)
Cl (3.03889, 1.96365, 11.16141)
H (1.87923, 2.85769, 9.34373)
C (-0.63438, 4.79196, -11.28301)
Cl (-0.13507, 5.42979, -12.84629)
Cl (-1.11088, 3.10165, -11.40302)
Cl (0.65753, 4.99015, -10.09560)
H (-1.49107, 5.35256, -10.94880)
C (2.32988, 1.38246, -9.81634)
Cl (3.68716, 1.69470, -10.89608)
Cl (1.37127, 0.01979, -10.38606)
Cl (2.88840, 1.11238, -8.16613)
H (1.69562, 2.25541, -9.81590)
C (10.84642, -1.14316, 1.64594)
Cl (12.27571, -1.02490, 0.62198)
Cl (9.83440, -2.50058, 1.15926)
Cl (11.29850, -1.27454, 3.34405)
H (10.26989, -0.24029, 1.52252)

Cartesian forces, eV/Å:
-0.4 0.2 -0.2
0.6 0.4 1.0
-0.9 -0.2 -0.1
-0.2 1.1 -0.2
0.4 -0.2 -0.6
0.5 -0.1 0.3
-0.3 -0.3 -0.3
-0.3 0.0 -0.4
-0.2 -0.1 0.1
0.0 -0.2 0.2
1.0 -0.1 -0.4
-0.1 -0.3 0.6
0.1 0.0 -0.1
0.0 0.0 0.0
0.0 0.1 0.0
0.0 0.0 0.0
-0.1 0.1 0.1
0.0 0.2 -0.2
0.1 -0.1 0.1
0.0 0.0 -0.1
-0.1 0.0 0.0
0.0 -0.2 0.2
-0.1 -0.1 -0.1
0.1 0.0 -0.1
-0.1 -0.1 0.0
0.1 0.0 0.0
0.1 0.0 0.2
-0.1 0.1 0.1
0.0 -0.2 -0.1
0.0 0.1 -0.1
0.0 0.0 0.0
0.0 -0.1 -0.1
-0.1 0.0 -0.3
0.1 0.0 0.2
0.1 0.0 0.0
0.2 -0.1 0.1
0.0 0.0 0.1
0.2 -0.1 0.1
0.1 0.0 -0.1
-0.3 0.0 0.0
0.0 0.2 -0.2
-0.1 0.1 -0.1
0.0 0.2 0.0
0.0 -0.1 0.0
0.0 0.0 -0.1
0.0 0.0 0.0
-0.1 -0.1 0.1
0.0 0.1 -0.1
-0.1 0.0 0.0
0.0 0.0 0.0
0.1 0.0 0.0
0.0 -0.1 0.1
-0.1 0.1 -0.1
0.0 0.2 0.1
0.0 0.0 0.1
0.0 0.0 0.0
0.0 -0.1 0.0
-0.1 0.0 0.1
0.0 0.0 0.0
0.0 0.0 0.0
0.0 0.0 0.0
0.1 0.0 -0.1
0.0 0.1 0.1
0.0 0.0 0.0
0.0 -0.1 0.1
0.0 0.0 0.0
-0.1 -0.1 -0.1
0.0 0.1 -0.1
-0.1 0.0 0.0
0.0 0.0 0.0
0.0 0.0 0.0
0.0 -0.1 0.1
-0.1 0.0 -0.2
-0.1 0.1 0.0
0.0 0.0 0.0
0.0 -0.1 0.0
0.1 0.0 0.2
0.2 -0.1 0.0
0.0 0.0 0.0
-0.1 -0.1 0.2
0.0 0.0 0.0
-0.1 0.1 0.0
0.1 -0.1 -0.1
0.0 0.0 0.0
0.0 -0.1 0.0
0.1 0.1 0.0
-0.1 0.1 0.1
0.0 -0.1 0.0
0.0 0.0 0.0
0.0 0.0 0.0
0.1 0.0 0.0
-0.1 0.1 0.0
0.0 -0.1 0.0
0.0 0.0 0.0
-0.1 0.0 0.0
0.0 0.0 0.0
-0.1 0.1 0.0

* relative energy (zero: lowest compared OMol25 entry of this formula, charge and spin): 0.0 kJ/mol
* E_LUMO: 0.0 eV
* HOMO: -8.77 eV
* Kohn-Sham gap: 8.8 eV

Results of the Mulliken charge analysis, in e, for atoms 1 through 8: -0.33, 0.10, 0.46, -0.23, -0.46, 0.05, 0.06, 0.02